No. 1
# C2H3F3

A cluster of 2 separate species, C2H3F3 in total (ωB97M-V/def2-TZVPD, OMol25).

The value obtained for the HOMO energy (spin up / spin down) is -9.13 / -10.95 eV.

Each line ends with the Mulliken charge.
Cartesian coordinates (Å):
C1 -0.0074 0.3146 -0.2497  -0.90
C2 -0.3624 -3.2451 0.2657  0.49
F1 0.6584 -3.9006 0.8239  -0.17
F2 -1.4542 -3.5229 1.0670  -0.18
F3 -0.5475 -3.7336 -0.9552  -0.16
H1 -0.3051 0.0995 0.8475  0.25
H2 0.7032 -0.1763 -0.7446  0.34
H3 -0.4939 0.9391 -0.8579  0.32

No. 2
# CH10N2O2

A cluster of 3 separate species, CH10N2O2 in total (ωB97M-V/def2-TZVPD, OMol25).

The value obtained for the HOMO energy is -9.02 eV. The SMILES is NCN.O.O.

Each line ends with the Mulliken charge.
Cartesian coordinates (Å):
N1 1.6630 -1.3561 0.6426  -0.41
C1 0.4370 -1.2704 0.1150  -0.50
N2 -0.1212 0.2000 -0.1293  -0.73
H1 2.3280 -0.9139 -0.0238  0.20
H2 1.9916 -1.2909 1.5492  0.20
H3 0.3214 -1.8751 -0.8161  0.28
H4 -0.3190 -1.4956 0.9415  0.35
H5 -0.1297 0.5331 0.8707  0.24
H6 -1.0515 0.0767 -0.4379  0.19
H7 -3.4417 1.3187 0.7009  0.31
H8 -4.1448 0.5130 -0.4477  0.32
O1 -3.2832 0.6126 0.0432  -0.63
H9 2.1126 2.2919 -1.3876  0.36
H10 1.3483 1.1752 -0.7634  0.50
O2 2.2891 1.4809 -0.8574  -0.68

No. 3
# C6H6BrF2N

The molecule C6H6BrF2N (ωB97M-V/def2-TZVPD, OMol25).

The value obtained for the HOMO energy is -9.80 eV. The SMILES is CC1=CC=N[C@H](Br)C1(F)F.

Each line ends with the Mulliken charge.
Cartesian coordinates (Å):
C1 0.2545 -1.0815 0.2030  -0.59
C2 -0.8004 -1.7369 0.9819  -0.08
C3 0.1246 0.2242 -0.0163  0.49
C4 -2.3888 -0.0179 0.8496  -0.24
C5 -1.2668 1.0382 0.6589  0.69
C6 1.1533 1.1668 -0.6478  -1.14
N1 -1.9407 -1.2961 1.3502  -0.55
F1 -0.9283 1.5371 1.8870  -0.27
F2 -1.6957 2.0272 -0.1317  -0.29
Br1 -3.3539 -0.2764 -0.7724  -0.11
H1 1.1038 -1.5586 -0.1286  0.46
H2 -0.7080 -2.8660 1.2226  0.31
H3 -3.1088 0.5059 1.5818  0.41
H4 2.0897 0.5555 -0.9872  0.32
H5 1.3511 1.7238 0.2524  0.33
H6 0.6914 1.9594 -1.3972  0.26

No. 4
# C15H25AgFO7

A structure of composition C15H25AgFO7 (ωB97M-V/def2-TZVPD, OMol25).

The value obtained for the HOMO energy (spin up / spin down) is 0.76 / -5.25 eV. Its charge is -1. The spin multiplicity is 3. As for the expectation value of S²: 2.0087.

Each line ends with the Löwdin spin population.
Cartesian coordinates (Å):
Ag1 0.1368 -0.8033 -0.4896  0.27
F1 1.1030 -1.3600 1.4143  0.04
C1 -0.3808 -3.3326 -3.9098  0.01
C2 -0.6990 -1.8859 -3.7601  0.05
C3 -1.8115 -1.3228 -4.7494  0.01
O1 -0.8138 -1.5411 -2.3869  0.58
H1 0.5666 -3.5692 -3.4253  0.00
H2 -0.2014 -3.6911 -4.9234  0.00
H3 -1.0915 -4.1138 -3.6400  0.00
H4 0.1327 -1.2939 -4.1422  0.03
H5 -2.6556 -2.0123 -4.7428  0.00
H6 -1.3782 -1.2660 -5.7480  0.00
H7 -2.1121 -0.2871 -4.5907  0.00
O2 2.2518 -0.7863 -1.3206  0.01
C4 3.4172 -1.0252 -0.8958  0.00
O3 4.3964 -0.1580 -1.1358  0.00
C5 5.5163 -0.2324 -0.2885  0.00
C6 5.3906 -1.6346 0.3487  0.00
C7 4.0707 -2.1844 -0.2509  0.00
H8 5.5227 0.6042 0.4103  0.00
H9 6.4545 -0.2283 -0.8433  0.00
H10 5.2053 -1.5128 1.4159  0.00
H11 6.3112 -2.2167 0.3911  0.00
H12 3.4244 -2.4347 0.5904  0.00
H13 4.1026 -2.9333 -1.0422  0.00
O4 -1.9613 -1.0947 0.5902  0.01
C8 -2.6748 -0.6780 1.5074  0.01
O5 -3.8712 0.0517 1.3854  0.04
C9 -4.4466 0.5282 2.6292  0.13
C10 -3.7161 -0.2933 3.6868  0.06
C11 -2.4966 -0.7687 3.0320  0.03
H14 -5.5177 0.3286 2.6621  0.02
H15 -4.1713 1.5676 2.8085  0.08
H16 -4.3524 -1.0577 4.1329  0.00
H17 -3.3916 0.4441 4.4210  0.05
H18 -1.9290 -1.6271 3.3912  0.00
H19 -1.7465 -0.0151 3.2717  0.01
O6 0.4087 1.4209 0.1674  0.01
C12 -0.0623 2.3917 0.7329  0.01
O7 -0.2225 2.5106 2.0879  0.04
C13 -0.8465 3.7181 2.5126  0.17
C14 -0.7697 4.5947 1.2314  0.08
C15 -0.4965 3.6587 0.0611  0.05
H20 -0.1567 4.0945 3.2679  0.03
H21 -1.8313 3.4907 2.9209  0.09
H22 0.0998 5.2499 1.2847  0.01
H23 -1.6112 5.2766 1.1082  0.04
H24 0.2392 4.0878 -0.6192  0.01
H25 -1.3347 3.3417 -0.5593  0.02

No. 5
# C6H8ClNO

A structure of composition C6H8ClNO (ωB97M-V/def2-TZVPD, OMol25).

The value obtained for the HOMO energy (spin up / spin down) is -5.09 / -10.27 eV. The spin multiplicity is 3. As for the expectation value of S²: 2.0123.

Each line ends with the Löwdin spin population.
Cartesian coordinates (Å):
C1 0.9598 1.4582 1.2139  0.31
C2 0.4443 2.7716 1.0853  0.21
C3 0.2571 0.7831 0.2677  0.60
C4 -0.4178 -0.9595 -1.7946  0.00
C5 -0.5933 -1.8049 0.6123  0.01
C6 0.1743 -1.0257 -0.4215  -0.02
N1 -0.4685 2.8354 0.1558  0.62
O1 -0.5889 1.5879 -0.3622  0.24
Cl1 1.8701 -1.5147 -0.4627  0.01
H1 1.7087 1.0908 1.8801  0.01
H2 0.7053 3.6546 1.6324  0.01
H3 -0.3879 -1.9569 -2.2344  0.00
H4 0.1436 -0.2806 -2.4295  0.00
H5 -1.4512 -0.6239 -1.7431  0.00
H6 -0.5933 -2.8629 0.3504  0.00
H7 -1.6199 -1.4532 0.6529  0.00
H8 -0.1424 -1.6992 1.5971  0.00